No. 1
# C10H22NO8S2

A cluster of 3 separate species, C10H22NO8S2 in total (wB97M-V/def2-TZVPD, OMol25).

```
43
Properties=species:S:1:pos:R:3:forces:R:3
C 3.592 3.518 2.997 0.2 0.2 0.1
C 2.386 4.036 2.812 0.0 0.0 0.1
C 1.078 3.450 3.261 -0.1 0.1 -0.2
N -0.056 4.373 3.041 0.2 0.2 0.0
C 0.760 2.079 2.513 -0.3 0.2 0.1
O -0.443 1.742 2.562 -0.1 0.1 -0.1
O 1.699 1.493 1.957 0.3 -0.2 0.0
H 4.440 3.898 2.437 0.1 0.2 0.3
H 3.782 2.703 3.684 -0.2 -0.3 -0.3
H 2.312 4.963 2.242 -0.1 -0.3 -0.3
H 1.106 3.206 4.330 0.1 -0.1 0.0
H -0.405 4.227 2.100 -0.2 -0.1 0.1
H 0.290 5.328 3.067 0.0 0.0 0.1
O -0.687 -3.590 3.037 0.1 -0.1 0.0
S -0.798 -3.579 1.608 -0.2 0.1 -0.1
O 0.103 -4.385 0.839 0.0 -0.1 0.0
O -0.826 -2.105 1.081 0.0 0.0 0.0
C 0.266 -1.182 1.461 0.6 0.3 0.0
C 1.534 -1.489 0.702 0.1 -0.4 0.0
C -2.448 -3.994 1.143 0.0 0.0 0.0
H 0.401 -1.212 2.540 -0.1 -0.1 0.0
H -0.096 -0.187 1.224 -0.2 -0.1 0.1
H 1.952 -2.457 0.985 0.0 0.0 0.1
H 2.272 -0.717 0.911 -0.2 0.1 0.1
H 1.333 -1.520 -0.367 0.1 0.1 0.0
H -3.138 -3.382 1.717 0.0 0.0 0.0
H -2.585 -5.049 1.372 0.0 0.0 0.0
H -2.558 -3.820 0.075 0.0 0.0 0.0
O 0.448 -0.795 -2.307 0.1 -0.3 -0.3
S -0.953 -0.758 -2.591 -0.2 0.4 0.3
O -1.674 -1.964 -2.870 0.1 -0.1 -0.1
O -1.182 0.277 -3.788 -0.2 -0.1 -0.1
C -0.405 0.072 -4.985 0.2 0.0 -0.2
C -0.914 -1.077 -5.831 -0.1 -0.1 0.1
C -1.786 0.139 -1.334 0.0 0.0 0.0
H 0.642 -0.064 -4.709 0.0 0.0 0.1
H -0.488 1.015 -5.523 0.0 0.0 0.1
H -0.781 -2.032 -5.327 0.0 0.0 0.0
H -0.366 -1.103 -6.774 0.0 0.0 0.0
H -1.977 -0.955 -6.042 0.0 0.0 0.0
H -1.246 1.062 -1.137 0.0 0.0 0.0
H -1.780 -0.498 -0.451 0.0 0.0 0.0
H -2.803 0.333 -1.662 0.0 0.0 0.0
```
Positions in Å, forces in eV/Å.

The calculation puts the energy above the lowest of the compared OMol25 structures with the same formula, charge and spin at 0.000 eV. The calculation puts the HOMO-LUMO gap at 7.13 eV. For the molar mass, the calculation gives 348.4 g mol⁻¹. The total charge is -1.

No. 2
# C43H66Cl2FN3O8S6

A cluster of 4 separate species, C43H66Cl2FN3O8S6 in total (wB97M-V/def2-TZVPD, OMol25).

```
129
Properties=species:S:1:pos:R:3:forces:R:3
C 3.311 -5.733 5.580 0.0 0.2 -0.2
C 2.004 -5.082 5.991 0.4 -0.3 -0.3
O 2.197 -4.101 6.991 0.0 0.2 0.1
C 1.796 -2.795 6.595 0.1 -0.6 -0.1
C 2.802 -2.186 5.611 -0.2 -0.1 0.4
C 2.748 -0.692 5.584 -0.1 0.4 -0.2
C 3.652 0.118 6.295 -0.2 0.0 -0.1
C 4.768 -0.460 7.128 -0.3 0.3 -0.2
C 4.393 -0.670 8.596 0.6 -0.7 -0.3
C 5.578 -1.307 9.344 -0.1 1.0 -0.3
C 5.581 -1.049 10.856 0.2 -1.1 -0.1
N 4.972 -2.147 11.648 0.1 0.3 -0.5
C 3.529 1.507 6.224 -0.1 0.0 -0.1
C 2.545 2.125 5.466 0.0 -0.3 0.0
C 1.664 1.340 4.742 0.1 -0.4 0.6
C 1.768 -0.053 4.817 -0.3 0.2 -0.3
S 0.600 -0.986 3.858 0.2 -0.1 -0.1
C 0.605 0.028 2.398 0.0 0.2 0.4
C 0.638 1.410 2.617 -0.4 -0.2 -0.2
C 0.625 2.286 1.543 0.0 -0.4 -0.3
C 0.612 1.766 0.262 0.0 -0.3 0.1
C 0.609 0.385 0.017 -0.1 0.1 0.2
C 0.626 -0.057 -1.432 0.5 0.6 0.1
C 1.605 0.775 -2.293 0.1 -0.6 -0.3
C 2.498 -0.116 -3.175 0.1 0.8 0.2
S 4.131 0.677 -3.399 0.4 -0.8 -0.2
C 4.333 0.765 -5.137 -0.3 0.0 -0.3
S 3.160 1.264 -6.147 -0.1 0.0 -0.1
N 5.631 0.385 -5.573 -0.7 0.7 0.1
C 6.223 1.295 -6.536 0.9 -0.1 -0.4
C 7.717 0.907 -6.647 0.1 -0.2 -0.2
O 7.970 -0.376 -6.105 0.2 0.0 0.3
C 7.042 -1.303 -6.596 -0.5 0.3 -0.3
C 5.596 -0.962 -6.148 0.8 0.0 0.6
C 0.588 -0.511 1.105 0.0 0.5 -0.2
C 0.561 -1.995 0.858 0.2 0.1 0.6
Cl -1.019 -2.657 1.441 0.0 -0.1 -0.1
C 1.674 -2.848 1.491 -0.1 -0.6 -0.2
C 1.822 -4.162 0.732 -0.1 0.3 0.5
Cl 3.225 -1.963 1.550 0.1 0.1 -0.1
N 0.670 1.959 3.934 0.6 0.6 -0.3
F -0.611 1.731 4.538 -0.2 -0.2 0.1
H 3.865 -6.086 6.444 0.0 -0.1 0.1
H 3.100 -6.561 4.907 0.0 -0.2 0.0
H 3.937 -5.030 5.031 0.1 0.1 0.0
H 1.559 -4.645 5.094 -0.3 0.1 0.0
H 1.332 -5.856 6.364 -0.2 0.1 0.1
H 0.808 -2.889 6.139 -0.2 0.4 0.0
H 1.710 -2.204 7.501 0.0 0.1 0.1
H 3.778 -2.549 5.914 0.2 0.0 0.0
H 2.586 -2.590 4.625 0.1 0.0 -0.2
H 5.112 -1.393 6.691 0.1 -0.1 0.0
H 5.606 0.235 7.077 0.2 0.0 0.1
H 4.149 0.297 9.029 -0.3 0.0 0.2
H 3.551 -1.358 8.642 -0.4 0.3 0.2
H 5.622 -2.368 9.107 0.0 -0.2 0.2
H 6.477 -0.863 8.909 0.2 0.0 0.1
H 6.619 -0.980 11.172 0.1 0.2 0.2
H 5.089 -0.110 11.090 -0.1 0.1 0.0
H 5.598 -2.939 11.544 0.0 -0.1 0.2
H 4.139 -2.439 11.145 -0.2 0.0 0.2
H 4.233 2.122 6.768 0.1 0.0 0.1
H 2.460 3.200 5.434 0.0 0.1 -0.1
H 0.624 3.353 1.688 0.0 0.1 0.2
H 0.616 2.442 -0.578 0.0 0.1 -0.1
H 0.967 -1.080 -1.517 -0.3 -0.3 0.0
H -0.369 0.060 -1.858 0.1 -0.4 0.1
H 1.064 1.433 -2.966 0.0 0.3 0.1
H 2.270 1.362 -1.668 -0.1 0.2 0.2
H 2.728 -1.057 -2.687 0.0 -0.2 0.0
H 2.070 -0.279 -4.157 0.0 -0.1 -0.1
H 6.156 2.328 -6.211 -0.3 0.1 0.2
H 5.779 1.216 -7.532 -0.3 0.0 0.0
H 8.025 0.891 -7.699 -0.1 0.1 -0.1
H 8.367 1.607 -6.134 0.0 0.0 0.2
H 7.083 -1.277 -7.692 0.0 -0.2 -0.1
H 7.307 -2.290 -6.238 0.2 -0.1 0.0
H 5.265 -1.627 -5.355 -0.1 -0.2 -0.1
H 4.917 -1.006 -7.004 -0.2 0.0 0.0
H 0.581 -2.210 -0.196 -0.1 0.1 -0.2
H 1.432 -3.104 2.512 0.0 0.3 0.2
H 2.676 -4.714 1.111 0.2 0.0 -0.2
H 0.942 -4.755 0.967 -0.2 -0.1 -0.3
H 1.896 -3.980 -0.336 0.1 -0.2 -0.1
C -3.744 -0.803 -5.738 0.0 0.0 0.1
C -4.911 -0.347 -4.852 0.0 0.0 -0.1
C -4.315 0.291 -3.593 -0.1 -0.2 -0.2
S -2.718 0.947 -4.082 -0.3 -0.1 -0.3
O -1.681 0.229 -3.370 -0.1 0.2 -0.2
O -2.760 2.390 -4.064 0.2 0.0 0.2
C -2.767 0.367 -5.771 0.0 -0.2 -0.2
H -4.077 -1.069 -6.740 0.0 0.0 0.0
H -3.262 -1.679 -5.298 0.0 0.0 0.0
H -5.508 0.393 -5.390 0.0 0.0 0.0
H -5.570 -1.174 -4.592 0.0 0.0 0.0
H -4.928 1.101 -3.219 0.1 0.1 0.1
H -4.150 -0.443 -2.809 0.1 0.1 0.0
H -1.766 0.092 -6.097 0.1 0.1 0.1
H -3.150 1.185 -6.378 0.0 0.1 0.0
C -8.476 2.169 0.381 -0.1 -0.1 -0.1
C -9.254 0.854 0.233 0.1 0.0 0.0
C -8.962 0.303 -1.169 -0.3 0.0 0.2
S -7.330 0.912 -1.613 -0.1 -0.1 0.5
O -7.451 1.809 -2.738 0.1 -0.1 -0.1
O -6.397 -0.187 -1.632 -0.1 0.0 -0.2
C -7.069 1.879 -0.131 -0.1 0.2 0.2
H -8.459 2.516 1.413 0.0 0.0 0.0
H -8.942 2.947 -0.228 0.0 0.0 0.0
H -8.913 0.143 0.987 0.0 0.0 0.0
H -10.323 0.998 0.380 0.0 0.0 0.0
H -8.948 -0.783 -1.193 0.1 0.0 -0.1
H -9.666 0.682 -1.908 0.1 0.0 -0.1
H -6.500 2.771 -0.381 0.1 -0.1 -0.1
H -6.509 1.260 0.569 0.0 0.0 -0.1
C -6.479 5.024 -5.431 -0.1 0.0 -0.1
C -7.264 3.714 -5.587 0.1 0.0 0.0
C -7.016 3.200 -7.012 -0.3 0.0 0.2
S -5.397 3.819 -7.491 -0.1 0.1 0.4
O -5.556 4.739 -8.588 0.1 -0.1 -0.1
O -4.464 2.723 -7.568 0.1 -0.1 -0.2
C -5.088 4.746 -5.993 -0.1 0.1 0.3
H -6.430 5.343 -4.391 0.0 0.0 0.0
H -6.961 5.818 -6.006 0.0 0.0 0.0
H -6.902 2.985 -4.861 0.0 0.0 0.0
H -8.328 3.856 -5.403 0.0 0.0 0.0
H -7.005 2.114 -7.064 0.1 0.0 -0.1
H -7.740 3.596 -7.722 0.1 0.0 -0.1
H -4.525 5.644 -6.238 0.0 -0.1 -0.1
H -4.507 4.108 -5.326 0.0 0.0 -0.1
```
Positions in Å, forces in eV/Å.

The calculation puts the HOMO-LUMO gap at 8.16 eV. Its structure (SMILES) is CCOCCc1c(CCCCN)ccc2c1Sc1c(ccc(CCCSC(=S)N3CCOCC3)c1[C@H](Cl)[C@@H](C)Cl)N2F.O=S1(=O)CCCC1.O=S1(=O)CCCC1.O=S1(=O)CCCC1. For the molar mass, the calculation gives 1035.3 g mol⁻¹.

No. 3
# C4H7NO2S

The molecule C4H7NO2S (wB97M-V/def2-TZVPD, OMol25).

```
15
Properties=species:S:1:pos:R:3:forces:R:3
C 2.277 -0.036 -0.648 0.0 -1.8 -2.1
C 0.268 -0.347 0.727 -2.5 2.0 -1.2
C -2.392 -0.687 0.102 0.7 -0.6 -0.9
C -0.140 1.148 0.271 2.4 -2.5 2.3
H 2.262 -0.921 -1.419 -0.2 1.7 1.4
H 3.317 0.356 -0.650 -0.2 -1.1 1.6
H 1.889 0.846 -1.077 -1.5 0.7 -0.9
H 0.155 -0.453 1.801 -0.6 -0.3 0.1
H -2.608 -0.694 1.224 0.0 -0.7 -1.6
H -3.148 -1.230 -0.679 1.6 1.4 2.4
H 0.792 1.732 0.614 -1.8 0.1 -1.4
N -1.149 1.571 -0.311 -2.2 -0.2 0.4
O 1.591 -0.384 0.555 4.1 -0.7 0.0
O -2.364 0.687 -0.263 0.9 0.8 -1.1
S -0.747 -1.588 -0.248 -0.6 1.1 0.8
```
Positions in Å, forces in eV/Å.

The calculation puts the energy above the lowest of the compared OMol25 structures with the same formula, charge and spin at 5.855 eV. The calculation puts the HOMO-LUMO gap at 9.90 eV. Its structure (SMILES) is CO[C@H]1C=NOCS1. For the molar mass, the calculation gives 133.2 g mol⁻¹.

- Look up the molar mass of the second one.
  1035.3 g mol⁻¹